Entry 1:
C16H52ClN14O13 | ωB97M-V/def2-TZVPD

Element x y z (Å)
Cl1 -0.466 1.010 -0.228
O1 -1.079 -0.104 0.343
O2 -1.234 2.225 0.168
O3 0.891 1.127 0.263
O4 -0.417 0.900 -1.650
C1 -1.631 2.873 4.519
C2 -1.670 1.548 3.756
O5 -2.769 1.727 2.844
H1 -0.609 3.239 4.608
H2 -1.971 2.599 5.518
H3 -2.190 3.743 4.173
H4 -2.049 0.732 4.371
H5 -0.811 1.321 3.125
H6 -2.919 0.935 2.321
C3 -2.524 -4.017 2.215
O6 -3.128 -4.605 1.370
N1 -2.115 -2.790 2.188
N2 -2.311 -4.605 3.351
H7 -2.283 -2.114 1.456
H8 -1.274 -2.661 2.732
H9 -2.000 -3.947 4.051
H10 -2.701 -5.516 3.543
C4 3.103 -0.881 -2.744
O7 3.708 -1.515 -3.549
N3 3.570 -0.195 -1.729
N4 1.838 -0.781 -2.653
H11 3.070 0.354 -1.044
H12 4.580 -0.179 -1.723
H13 1.518 -0.164 -1.920
H14 1.223 -1.363 -3.204
C5 -4.197 -2.056 -1.590
O8 -3.540 -3.032 -1.629
N5 -3.691 -0.858 -1.599
N6 -5.427 -2.007 -1.281
H15 -2.694 -0.699 -1.597
H16 -4.266 -0.095 -1.925
H17 -5.848 -2.897 -1.057
H18 -5.921 -1.126 -1.297
C6 -5.253 1.632 -0.041
O9 -5.916 1.346 -1.032
N7 -5.691 1.609 1.130
N8 -4.098 2.018 -0.029
H19 -6.607 1.190 1.054
H20 -5.143 1.798 1.957
H21 -3.565 2.194 0.811
H22 -3.721 2.261 -0.934
C7 2.299 0.832 3.748
O10 2.016 2.003 3.668
N9 2.412 0.037 2.796
N10 2.626 0.314 4.882
H23 2.826 -0.879 2.890
H24 2.099 0.396 1.905
H25 2.432 0.955 5.637
H26 3.257 -0.474 4.904
C8 -0.262 -3.285 -3.414
O11 0.686 -2.994 -4.150
N11 -0.436 -4.516 -3.079
N12 -1.122 -2.437 -2.914
H27 -1.061 -4.744 -2.318
H28 -0.197 -5.197 -3.785
H29 -1.781 -2.887 -2.294
H30 -0.958 -1.440 -2.928
C9 -0.535 4.877 -4.211
C10 -0.447 4.251 -2.760
C11 0.625 4.921 -1.851
O12 1.957 4.943 -2.412
C12 2.728 3.688 -2.560
N13 -1.744 4.366 -2.147
H31 -1.235 4.294 -4.809
H32 0.440 4.801 -4.693
H33 -0.741 5.947 -4.176
H34 -0.168 3.201 -2.851
H35 0.633 4.600 -0.809
H36 0.441 5.994 -1.795
H37 3.757 3.932 -2.297
H38 2.597 3.116 -3.478
H39 2.364 2.991 -1.804
H40 -1.711 4.183 -1.155
H41 -1.953 5.354 -2.141
C13 5.656 -1.174 1.032
C14 5.289 -2.633 0.570
C15 3.851 -3.045 1.194
O13 2.787 -2.358 0.590
C16 1.558 -2.675 1.241
N14 5.267 -2.729 -0.900
H42 6.289 -1.163 1.919
H43 4.859 -0.539 1.419
H44 6.185 -0.635 0.246
H45 6.062 -3.274 0.994
H46 3.769 -3.044 2.281
H47 3.644 -4.070 0.888
H48 1.301 -2.126 2.147
H49 1.407 -3.754 1.270
H50 0.797 -2.254 0.584
H51 5.127 -3.689 -1.183
H52 4.537 -2.155 -1.297

- Charge: -1
- E_HOMO: -6.663 eV
- Max |F|: 0.2067 hartree/bohr
- Orbital gap: 0.320 Ha

=====

Entry 2:
C16H52N10O11 | ωB97M-V/def2-TZVPD

Element x y z (Å)
C1 -1.317 -3.996 -2.811
O1 -0.746 -3.297 -1.695
C2 -1.283 -3.649 -0.435
C3 -0.560 -2.775 0.596
N1 0.891 -2.878 0.585
C4 1.337 -4.206 1.021
C5 2.871 -4.209 1.096
O2 3.404 -3.636 -0.082
C6 3.181 -4.279 -1.315
H1 -0.608 -3.865 -3.624
H2 -2.254 -3.462 -2.996
H3 -1.511 -5.058 -2.655
H4 -1.293 -4.727 -0.231
H5 -2.363 -3.420 -0.455
H6 -0.950 -3.022 1.582
H7 -0.873 -1.739 0.468
H8 1.200 -2.724 -0.371
H9 1.203 -4.925 0.189
H10 0.733 -4.666 1.799
H11 3.193 -5.253 1.097
H12 3.225 -3.655 1.961
H13 2.235 -3.991 -1.789
H14 3.118 -5.372 -1.258
H15 3.963 -4.064 -2.040
C7 -5.516 0.974 3.326
O3 -4.452 1.774 2.821
C8 -4.217 1.439 1.481
C9 -3.252 2.513 0.916
N2 -1.930 2.535 1.549
C10 -1.065 3.411 0.711
C11 -1.131 4.865 1.113
O4 -1.007 4.964 2.516
C12 -1.560 6.099 3.107
H16 -5.263 -0.081 3.484
H17 -6.351 1.021 2.619
H18 -5.905 1.333 4.279
H19 -5.035 1.252 0.781
H20 -3.586 0.551 1.309
H21 -3.768 3.482 0.980
H22 -3.205 2.297 -0.152
H23 -1.934 3.018 2.445
H24 -1.230 3.204 -0.350
H25 -0.031 3.045 0.774
H26 -2.064 5.284 0.710
H27 -0.275 5.410 0.691
H28 -1.799 5.908 4.153
H29 -2.459 6.448 2.595
H30 -0.879 6.957 3.177
N3 -2.498 0.851 -3.543
C13 -1.436 0.869 -2.635
N4 -1.578 -0.014 -1.599
O5 -0.521 1.691 -2.700
H31 -3.195 0.144 -3.468
H32 -2.554 1.562 -4.244
H33 -2.427 -0.533 -1.560
H34 -0.855 0.058 -0.883
N5 -1.879 0.341 3.435
C14 -1.381 -0.899 3.790
N6 -0.227 -1.252 3.126
O6 -1.952 -1.630 4.611
H35 -2.787 0.582 3.794
H36 -1.828 0.726 2.488
H37 0.133 -0.496 2.574
H38 0.282 -2.081 3.346
N7 4.734 -1.494 -1.435
C15 4.434 -0.390 -0.709
N8 3.558 -0.792 0.306
O7 4.906 0.751 -0.714
H39 4.219 -2.337 -1.218
H40 5.562 -1.482 -2.006
H41 3.322 -0.206 1.082
H42 3.264 -1.763 0.326
N9 2.251 2.042 -3.241
C16 3.125 2.828 -3.960
N10 4.433 2.785 -3.484
O8 2.845 3.418 -4.992
H43 1.268 1.948 -3.469
H44 2.520 1.831 -2.301
H45 4.744 2.443 -2.593
H46 5.185 2.786 -4.150
O9 2.706 2.418 0.220
H47 3.334 1.675 0.276
H48 3.101 3.116 0.756
O10 1.011 -1.594 -3.002
H49 0.201 -2.039 -2.697
H50 1.211 -0.952 -2.301
O11 1.052 -0.072 -0.569
H51 1.309 0.862 -0.464
H52 1.529 -0.538 0.135

- Charge: 0
- SMILES: COCCNCCOC.COCCNCCOC.NC(N)=O.NC(N)=O.NC(N)=O.NC(N)=O.O.O.O
- E_HOMO: -8.625 eV
- Max |F|: 0.0640 hartree/bohr
- Orbital gap: 0.323 Ha

=====

Entry 3:
C16H52O10 | ωB97M-V/def2-TZVPD

Element x y z (Å)
C1 2.287 8.629 5.159
C2 2.341 7.089 4.808
C3 3.259 6.739 3.692
O1 2.813 6.408 5.986
H1 1.609 8.962 5.945
H2 1.876 9.131 4.283
H3 3.231 9.091 5.449
H4 1.348 6.731 4.535
H5 2.871 5.910 3.100
H6 4.261 6.497 4.046
H7 3.351 7.471 2.890
H8 2.602 5.485 5.830
C4 -6.638 -1.565 -3.820
C5 -7.090 -2.954 -3.406
C6 -8.631 -2.956 -3.441
O2 -6.622 -3.952 -4.294
H9 -5.557 -1.441 -3.894
H10 -6.847 -0.707 -3.181
H11 -7.180 -1.226 -4.702
H12 -6.704 -3.357 -2.469
H13 -9.103 -1.974 -3.418
H14 -9.093 -3.687 -2.778
H15 -9.057 -3.358 -4.360
H16 -5.673 -3.855 -4.395
C7 0.293 0.628 1.776
C8 0.176 0.632 0.282
C9 -0.977 -0.184 -0.203
O3 0.088 1.957 -0.068
H17 0.615 -0.319 2.210
H18 -0.593 0.990 2.297
H19 1.137 1.284 1.986
H20 1.149 0.190 0.071
H21 -0.757 -0.557 -1.204
H22 -1.901 0.352 0.016
H23 -1.078 -1.124 0.339
H24 -0.682 2.074 -0.629
C10 4.325 3.710 -3.573
O4 3.367 4.273 -4.536
H25 4.200 2.628 -3.524
H26 5.396 3.911 -3.608
H27 4.107 4.085 -2.573
H28 3.558 3.786 -5.340
C11 0.581 -0.770 -7.006
O5 1.124 -1.131 -5.753
H29 0.225 0.259 -6.958
H30 1.335 -0.654 -7.786
H31 -0.206 -1.458 -7.314
H32 1.612 -0.408 -5.351
C12 -4.242 4.446 -4.363
O6 -3.700 4.105 -3.110
H33 -5.213 3.975 -4.514
H34 -4.343 5.530 -4.321
H35 -3.600 4.323 -5.235
H36 -4.393 4.319 -2.481
C13 6.202 -3.785 5.039
O7 7.212 -2.840 5.354
H37 6.563 -4.806 4.915
H38 5.496 -3.906 5.860
H39 5.528 -3.426 4.262
H40 7.758 -3.201 6.056
C14 0.030 -6.868 -3.568
O8 -0.372 -5.944 -4.587
H41 0.793 -6.428 -2.926
H42 -0.765 -7.244 -2.923
H43 0.389 -7.784 -4.039
H44 0.274 -5.234 -4.627
C15 -1.390 -7.823 2.508
O9 -2.466 -8.764 2.219
H45 -1.738 -6.800 2.362
H46 -1.102 -7.995 3.545
H47 -0.609 -8.092 1.797
H48 -2.159 -9.673 2.208
C16 3.878 0.450 7.793
O10 4.777 0.924 6.808
H49 4.460 -0.022 8.585
H50 3.476 1.316 8.318
H51 3.131 -0.243 7.407
H52 5.381 0.227 6.540

- Charge: 0
- SMILES: CC(C)O.CC(C)O.CC(C)O.CO.CO.CO.CO.CO.CO.CO
- E_HOMO: -9.970 eV
- Max |F|: 0.0506 hartree/bohr
- Orbital gap: 0.373 Ha

=====

Entry 4:
C16H53NO14P | ωB97M-V/def2-TZVPD

Element x y z (Å)
N1 1.785 -2.347 -3.122
C1 1.587 -0.904 -3.361
C2 0.335 -0.304 -2.745
P1 -1.318 -1.080 -3.337
H1 1.709 -2.518 -2.124
H2 1.014 -2.857 -3.545
H3 1.627 -0.725 -4.439
H4 2.484 -0.420 -2.952
H5 0.300 0.777 -2.931
H6 0.379 -0.454 -1.655
H7 -1.223 -2.118 -2.247
H8 -2.060 -0.186 -2.492
H9 -1.406 -0.087 -4.467
H10 -0.580 -1.994 -4.287
H11 -2.595 -1.720 -3.791
C3 -2.470 -5.462 -5.561
C4 -1.658 -4.591 -4.633
O1 -0.260 -4.823 -4.852
O2 -2.150 -6.839 -5.392
H12 -3.537 -5.344 -5.362
H13 -2.280 -5.162 -6.601
H14 -1.839 -4.872 -3.595
H15 -1.903 -3.532 -4.747
H16 -0.018 -4.383 -5.674
H17 -1.194 -6.856 -5.251
C5 -1.507 1.780 0.194
C6 -1.870 2.289 1.566
O3 -2.164 1.203 2.474
O4 -2.547 1.027 -0.395
H18 -1.326 2.633 -0.455
H19 -0.585 1.182 0.242
H20 -2.786 2.877 1.509
H21 -1.071 2.902 1.986
H22 -1.319 0.778 2.661
H23 -2.901 0.438 0.280
C7 0.526 4.015 4.273
C8 1.532 4.831 5.053
O5 1.287 6.228 4.890
O6 0.553 4.339 2.896
H24 0.754 2.951 4.363
H25 -0.479 4.183 4.686
H26 2.534 4.662 4.659
H27 1.518 4.546 6.110
H28 0.472 6.449 5.351
H29 0.657 5.296 2.830
C9 -1.509 5.138 -1.934
C10 -1.797 6.538 -2.424
O7 -0.984 7.494 -1.739
O8 -1.726 5.023 -0.539
H30 -2.165 4.417 -2.424
H31 -0.472 4.869 -2.182
H32 -2.826 6.811 -2.192
H33 -1.652 6.599 -3.507
H34 -0.074 7.373 -2.028
H35 -1.393 5.826 -0.124
C11 -2.587 -2.682 2.860
C12 -2.538 -2.302 4.323
O9 -1.741 -1.131 4.530
O10 -1.298 -2.950 2.351
H36 -3.169 -3.597 2.745
H37 -3.079 -1.889 2.281
H38 -2.050 -3.095 4.890
H39 -3.546 -2.150 4.721
H40 -2.217 -0.367 4.183
H41 -0.705 -2.258 2.663
C13 6.081 -3.155 -4.417
C14 5.671 -1.707 -4.236
O11 4.306 -1.534 -4.549
O12 5.807 -3.590 -5.738
H42 7.152 -3.277 -4.245
H43 5.540 -3.778 -3.693
H44 6.225 -1.082 -4.940
H45 5.905 -1.374 -3.216
H46 3.741 -1.933 -3.861
H47 4.944 -3.211 -5.956
C15 0.429 -1.297 7.986
C16 0.504 -0.103 7.059
O13 0.839 -0.513 5.741
O14 1.652 -2.009 8.002
H48 0.225 -0.974 9.009
H49 -0.392 -1.953 7.664
H50 1.306 0.563 7.382
H51 -0.443 0.449 7.076
H52 0.068 -0.971 5.377
H53 1.964 -2.026 7.088

- Charge: -1
- E_HOMO: -3.296 eV
- Max |F|: 0.0108 hartree/bohr
- Orbital gap: 0.187 Ha